DFT (ωB97M-V with the def2-TZVPD basis set) results for a gas-phase ion, C6H10BrN2S (charge +1).

The orbital gap is 9.096 eV. The value obtained for the energy above the lowest of the compared OMol25 structures with the same formula, charge and spin is 0.0 kJ/mol. The LUMO energy is -0.134 Eh.

Structure (ORCA input):
```
! wB97M-V def2-TZVPD RIJCOSX def2/J DEFGRID3
* xyz 1 1
C -0.09 1.78 0.10
C -0.09 0.39 -0.55
C -1.38 0.08 -1.28
N 1.07 0.44 -1.51
C 0.17 -0.63 0.53
S 1.73 -1.35 0.76
C 1.11 -2.18 2.16
N -0.02 -1.79 2.52
C -0.60 -0.94 1.62
Br -2.38 -0.43 1.96
H 0.89 2.22 0.29
H -0.58 2.42 -0.56
H -0.66 1.78 1.06
H -1.45 0.67 -2.16
H -1.40 -0.96 -1.52
H -2.34 0.25 -0.85
H 1.53 -0.51 -1.51
H 1.76 1.16 -1.21
H 0.87 0.52 -2.53
H 1.86 -2.91 2.68
*
```

=====

DFT (ωB97M-V with the def2-TZVPD basis set) results for a single C6H10ClF molecule.

The orbital gap is 10.357 eV. The value obtained for the energy above the lowest of the compared OMol25 structures with the same formula, charge and spin is 128.9 kJ/mol. The LUMO energy is 0.032 Eh.

Structure (ORCA input):
```
! wB97M-V def2-TZVPD RIJCOSX def2/J DEFGRID3
* xyz 0 1
C 2.46 -0.86 0.69
C 0.97 -1.09 0.60
C 0.12 -0.41 -0.43
F 0.67 -0.71 -1.68
C -0.96 0.34 -0.31
C -1.55 0.74 -1.72
C -1.54 0.96 0.89
Cl -0.93 2.57 1.33
H 2.95 -1.62 1.41
H 2.55 0.25 0.88
H 2.82 -1.17 -0.32
H 0.55 -0.80 1.63
H 0.69 -2.14 0.46
H -1.87 1.85 -1.81
H -2.50 0.20 -2.00
H -0.61 0.40 -2.35
H -1.15 0.41 1.79
H -2.65 1.07 0.93
*
```

=====

DFT (ωB97M-V with the def2-TZVPD basis set) results for a molecular structure, C6H10ClFNdO6P2S.

The orbital gap (alpha / beta) is 4.387 / 5.232 eV. The LUMO energy (alpha / beta) is -0.547 / -0.516 Eh.

Structure (ORCA input):
```
! wB97M-V def2-TZVPD RIJCOSX def2/J DEFGRID3
* xyz 3 4
C 0.01 3.14 -0.12
P 0.11 1.58 -1.22
C -0.99 1.89 -2.75
C -0.36 -0.02 -0.28
P -0.33 -1.32 -1.73
O 1.36 -1.86 -1.79
Cl -1.55 -3.01 -1.26
O -1.65 0.16 0.44
S -1.48 0.46 2.14
O -2.26 -0.52 3.11
O -1.90 1.93 2.50
O 0.24 0.28 2.13
C 0.68 -0.51 0.93
C 0.66 -2.08 1.41
C 1.98 -2.51 2.34
O 3.03 -1.71 2.56
F 1.96 -3.90 2.90
H 0.69 3.09 0.84
H -1.10 3.37 0.19
H 0.43 4.06 -0.76
H -0.87 1.06 -3.60
H -2.16 1.96 -2.50
H -0.71 2.96 -3.21
H 1.39 -2.87 -1.61
H 1.72 -0.12 0.50
H -0.31 -2.35 2.06
H 0.66 -2.86 0.51
Nd 0.78 -0.30 -3.73
*
```

=====

DFT (ωB97M-V with the def2-TZVPD basis set) results for a single C6H10ClN molecule.

The orbital gap is 9.523 eV. The value obtained for the energy above the lowest of the compared OMol25 structures with the same formula, charge and spin is 294.3 kJ/mol. The LUMO energy is 0.033 Eh.

Structure (ORCA input):
```
! wB97M-V def2-TZVPD RIJCOSX def2/J DEFGRID3
* xyz 0 1
Cl 2.32 -0.61 -1.04
C 0.68 -0.95 -1.04
C -0.15 -1.14 0.32
C 0.40 -0.19 1.39
C 0.25 1.32 0.91
N 0.24 1.35 -0.54
C -0.18 0.24 -1.33
C -1.35 -0.53 -0.49
H 0.25 -1.72 -1.63
H -0.05 -2.30 0.67
H 1.34 -0.61 1.58
H -0.18 -0.15 2.36
H 1.17 1.90 1.10
H -0.66 1.77 1.57
H -0.24 2.15 -0.78
H 0.01 0.69 -2.51
H -1.93 -1.33 -0.92
H -1.91 0.12 0.37
*
```

=====

Looking at calculated total energy for the records above, in order, we have -90234.625; -21622.524; -78557.689; -20393.420 eV.
Looking at largest force on an atom for the records above, in order, we have 3.841; 3.517; 10.112; 3.808 eV/A.